192
Properties=species:S:1:pos:R:3:lowdin_charge:R:1 method="wB97M-V/def2-TZVPD" e_above_lowest_kj_mol=3328.4 orbital_gap_ev=8.1 lumo_energy_ha=0.017
C 4.06006 -6.15622 -14.08138 -0.070
C 3.81861 -6.55485 -12.65770 -0.426
C 5.13192 -6.87703 -11.95733 -0.036
O 3.21368 -5.42490 -12.02793 -0.031
H 5.06991 -5.78521 -14.25648 0.082
H 3.31060 -5.43586 -14.40922 0.042
H 4.03813 -7.02245 -14.74264 0.083
H 3.09473 -7.36968 -12.67011 0.146
H 5.61125 -7.72558 -12.44548 0.016
H 5.05902 -6.82702 -10.87092 0.092
H 5.83177 -6.04458 -12.03032 0.088
H 3.73783 -4.73597 -12.44295 0.080
C 7.02412 -8.04338 -22.45028 -0.019
C 8.18858 -8.81431 -21.68438 -0.494
C 9.21012 -7.73532 -21.25000 -0.139
C 8.97189 -6.95265 -19.95720 -0.155
C 8.49232 -7.91544 -18.86261 -0.100
C 7.41000 -9.00638 -19.29171 -0.331
N 7.63489 -9.60837 -20.63896 -0.120
O 6.72935 -10.58047 -21.10126 0.031
C 7.42807 -10.15291 -18.29460 -0.028
C 6.00651 -8.31179 -19.10864 -0.091
C 8.90106 -9.67746 -22.74488 -0.043
H 6.29627 -8.78443 -22.78071 0.063
H 7.35466 -7.64278 -23.40859 0.085
H 6.44106 -7.32107 -21.87897 0.071
H 10.09447 -8.32338 -21.00463 0.117
H 9.41096 -7.03445 -22.06027 0.123
H 8.22528 -6.20405 -20.22227 0.104
H 9.87787 -6.41581 -19.67595 0.117
H 8.16102 -7.18207 -18.12742 0.082
H 9.29234 -8.54234 -18.46884 0.119
H 7.66901 -9.84242 -17.27792 0.083
H 6.46578 -10.65812 -18.37746 0.056
H 8.07872 -10.94516 -18.66485 0.087
H 5.77826 -7.44545 -19.72949 0.112
H 5.29174 -9.08878 -19.37972 0.072
H 5.88680 -8.13181 -18.04028 -0.027
H 8.27707 -10.35275 -23.33031 0.083
H 9.54969 -10.40451 -22.25624 0.079
H 9.77361 -9.24886 -23.23789 0.082
H 6.12343 -9.95753 -21.50920 0.066
C 10.18836 -11.45432 -16.26679 -0.133
C 10.14623 -12.93911 -16.57887 -0.453
C 11.33724 -13.70836 -15.94421 -0.143
C 11.23752 -13.90265 -14.47511 -0.179
C 9.98720 -14.82700 -14.29416 -0.121
C 8.63840 -14.33792 -14.94446 -0.393
N 8.87058 -13.62786 -16.27314 -0.087
O 7.68762 -13.17684 -16.97501 0.010
C 7.89180 -15.66620 -15.18878 -0.046
C 7.72295 -13.31265 -14.10563 -0.015
C 10.39883 -12.97865 -18.09443 -0.039
H 9.44447 -10.93245 -16.86877 0.085
H 11.14901 -11.03025 -16.55903 0.099
H 10.01650 -11.29954 -15.20161 0.055
H 11.35898 -14.66858 -16.45958 0.122
H 12.32671 -13.28121 -16.10731 0.125
H 11.16294 -13.03192 -13.82368 0.108
H 12.07668 -14.42536 -14.01610 0.110
H 9.90138 -15.00585 -13.22236 0.118
H 10.25876 -15.78184 -14.74431 0.107
H 6.85582 -15.33842 -15.10277 0.075
H 8.12670 -16.13392 -16.14489 0.084
H 8.13638 -16.40762 -14.42814 0.077
H 7.14395 -13.77538 -13.30641 0.093
H 8.45607 -12.67185 -13.61572 0.078
H 7.03103 -12.76722 -14.74739 0.017
H 11.25108 -12.35930 -18.37403 0.095
H 9.55878 -12.51887 -18.61501 0.056
H 10.32259 -13.95210 -18.57887 0.088
H 7.75139 -13.66469 -17.79935 0.104
C 4.15859 -7.91849 -17.70335 -0.107
C 3.53027 -9.27918 -17.51866 -0.353
C 2.87572 -9.57103 -16.12447 -0.122
C 1.60818 -8.81076 -15.83400 -0.151
C 0.56042 -8.96177 -17.02645 -0.075
C 1.23948 -8.68931 -18.42494 -0.485
N 2.50796 -9.34946 -18.59543 -0.116
O 3.10162 -9.27984 -19.85954 0.003
C 0.34292 -9.29214 -19.53729 -0.038
C 1.26181 -7.15711 -18.64010 -0.033
C 4.67780 -10.29968 -17.63152 -0.081
H 5.24187 -8.02123 -17.63972 -0.073
H 3.95353 -7.13880 -16.96978 0.110
H 4.18429 -7.48872 -18.70472 0.071
H 2.65359 -10.62584 -15.96277 0.126
H 3.63204 -9.44311 -15.35006 0.088
H 1.92616 -7.79206 -15.61212 0.086
H 1.16122 -9.15355 -14.90082 0.109
H -0.22903 -8.22980 -16.85589 0.110
H -0.02007 -9.88152 -16.95434 0.108
H 0.17182 -10.33628 -19.27540 0.082
H -0.58824 -8.72810 -19.48361 0.079
H 0.62729 -9.21251 -20.58653 0.079
H 0.34631 -6.58249 -18.78076 0.099
H 1.72898 -6.58091 -17.84145 0.038
H 1.93628 -7.05454 -19.49019 0.088
H 5.22341 -10.13583 -18.56080 0.040
H 4.14824 -11.24821 -17.72080 0.130
H 5.31980 -10.42457 -16.75955 -0.037
H 3.04497 -10.21371 -20.07465 0.119
C 9.69677 -9.35424 -11.40924 -0.071
C 10.92941 -9.03801 -10.48267 -0.427
C 12.33524 -9.44294 -11.15616 -0.074
C 12.95442 -8.32065 -12.10510 -0.157
C 13.00688 -6.99210 -11.34868 -0.158
C 11.69331 -6.51885 -10.74952 -0.467
N 10.86046 -7.59721 -10.18042 -0.109
O 9.69443 -7.18325 -9.46261 0.013
C 12.03886 -5.42124 -9.72073 -0.044
C 10.89735 -5.78764 -11.89907 -0.029
C 10.85878 -9.82468 -9.17988 -0.046
H 9.98554 -10.21690 -12.00967 0.111
H 9.60563 -8.54232 -12.13076 -0.035
H 8.68246 -9.35475 -11.01014 0.119
H 13.19350 -9.68836 -10.53066 0.107
H 12.25485 -10.28971 -11.83779 0.099
H 12.34167 -8.16138 -12.99238 0.082
H 13.96364 -8.64602 -12.35753 0.107
H 13.36926 -6.21153 -12.01763 0.120
H 13.83319 -7.04707 -10.63996 0.115
H 11.14334 -5.03399 -9.23476 0.076
H 12.77791 -5.68961 -8.96584 0.082
H 12.37199 -4.47396 -10.14475 0.079
H 10.69177 -6.48769 -12.70886 0.045
H 9.84352 -5.57315 -11.72148 0.073
H 11.30967 -4.90564 -12.38915 0.085
H 11.70432 -9.44141 -8.60868 0.084
H 10.89428 -10.90907 -9.28453 0.086
H 9.91719 -9.52026 -8.72288 0.075
H 9.12077 -6.98700 -10.20692 0.079
C 3.22741 -2.27050 -16.41590 -0.035
C 3.08802 -3.80129 -16.52937 -0.430
C 2.36725 -4.18525 -17.88102 -0.172
C 3.12310 -4.22098 -19.11158 -0.184
C 4.32111 -5.09976 -18.85575 -0.151
C 5.23544 -4.83326 -17.70039 -0.353
N 4.42329 -4.54270 -16.44944 -0.086
O 5.10400 -4.20338 -15.33435 -0.028
C 6.09371 -6.12802 -17.50205 -0.072
C 6.23689 -3.67073 -18.05892 0.001
C 2.15124 -4.13952 -15.37099 -0.045
H 2.31300 -1.70141 -16.58350 0.090
H 3.96970 -2.01426 -17.17184 0.061
H 3.67971 -2.06271 -15.44618 0.078
H 1.93934 -5.16516 -17.66941 0.066
H 1.59215 -3.44895 -18.09360 0.128
H 3.43853 -3.19315 -19.29096 0.123
H 2.42851 -4.56443 -19.87818 0.127
H 4.84315 -4.85569 -19.78096 0.123
H 4.13734 -6.14609 -19.09978 0.078
H 5.53513 -6.92865 -17.01722 0.046
H 6.29898 -6.66336 -18.42907 0.076
H 6.99930 -5.88633 -16.94564 0.100
H 7.02081 -3.77499 -17.30879 0.074
H 6.80572 -3.68790 -18.98856 0.082
H 5.78383 -2.69055 -17.91023 0.068
H 2.27831 -5.22182 -15.39474 0.059
H 1.11529 -4.21422 -15.70164 0.100
H 2.26001 -3.71727 -14.37200 0.102
H 4.85286 -4.85978 -14.68038 -0.032
C 10.48729 -9.25203 -15.56405 -0.083
C 9.17314 -8.95530 -14.99739 -0.420
C 8.58117 -7.73391 -15.78313 -0.106
C 7.13338 -7.31742 -15.66881 -0.179
C 6.20848 -8.53258 -15.81149 -0.077
C 6.78939 -9.81638 -14.92676 -0.278
N 8.21947 -10.02888 -15.13310 -0.100
O 8.64660 -11.19823 -14.51029 -0.125
C 6.43865 -9.42012 -13.40257 0.010
C 5.94705 -11.01852 -15.50578 -0.028
C 9.32639 -8.49587 -13.49521 -0.089
H 11.09602 -9.95079 -14.99021 0.102
H 11.01808 -8.30144 -15.51160 0.111
H 10.49667 -9.63031 -16.58626 0.070
H 9.15239 -6.84895 -15.50266 0.133
H 8.71613 -7.83744 -16.85978 0.062
H 6.85612 -6.60723 -16.44783 -0.057
H 7.04258 -6.93026 -14.65394 0.112
H 5.98186 -8.68152 -16.86721 0.058
H 5.27874 -8.18892 -15.35807 0.089
H 5.35194 -9.34346 -13.36676 0.077
H 6.88750 -10.19568 -12.78199 0.096
H 6.63047 -8.38825 -13.10837 0.029
H 6.24875 -11.97056 -15.06909 0.049
H 4.90184 -10.80290 -15.28404 0.091
H 6.07655 -11.20957 -16.57106 0.062
H 9.08333 -9.25568 -12.75243 -0.006
H 8.69016 -7.63769 -13.27878 0.113
H 10.39293 -8.31634 -13.35966 0.077
H 8.68619 -11.77524 -15.27651 0.046